{"formula": "BrClH2N2", "method": "ωB97M-V with the def2-TZVPD basis set", "species": ["Br", "Cl", "N", "N", "H", "H"], "coordinates": [[-1.48470, 1.45859, 0.83819], [0.65625, 1.33736, -1.76950], [-0.61770, 0.08810, -0.24901], [0.15717, -0.80908, 0.23530], [0.92939, -1.15412, -0.35939], [0.35960, -0.92085, 1.30440]], "mulliken_charge": [0.05, -0.33, -0.17, -0.14, 0.29, 0.30], "relative_energy_kcal_mol": 36.6, "gap_ev": [7.3, 8.4], "homo_energy_ev": [-8.9, -9.5], "charge": 0}


{"formula": "BrClH3N2P", "method": "ωB97M-V with the def2-TZVPD basis set", "species": ["Br", "Cl", "P", "N", "N", "H", "H", "H"], "coordinates": [[2.88856, 0.47366, 0.14389], [1.31326, -2.31738, -0.25672], [0.99326, -0.29028, -0.28560], [0.22182, 0.26451, -1.51228], [-0.01343, 0.03451, 0.98548], [0.27284, 0.30647, 1.86097], [-0.89755, 0.19308, 0.59100], [0.66519, 0.20062, -2.41523]], "mulliken_charge": [-0.15, -0.22, 0.79, -0.67, -0.46, 0.22, 0.26, 0.24], "relative_energy_kcal_mol": 0.0, "smiles": "N=[P@@](N)(Cl)Br", "gap_ev": 10.0, "homo_energy_ev": -9.5, "charge": 0}


{"formula": "BrClHOP", "method": "ωB97M-V with the def2-TZVPD basis set", "species": ["Br", "Cl", "P", "O", "H"], "coordinates": [[0.75876, -1.58386, 1.12538], [-1.26791, -1.22898, -1.55772], [-0.69448, 0.15022, 0.69828], [0.21780, 1.36404, 0.11162], [0.98583, 1.29858, -0.37756]], "mulliken_charge": [-0.09, -0.41, 0.52, -0.36, 0.34], "relative_energy_kcal_mol": 31.5, "gap_ev": 8.3, "homo_energy_ev": -10.0, "charge": 0}


{"formula": "BrClNO3S", "method": "ωB97M-V with the def2-TZVPD basis set", "species": ["Br", "Cl", "S", "O", "O", "O", "N"], "coordinates": [[1.54860, 1.41592, 0.24286], [-0.00735, 0.38905, -2.18445], [-0.29143, -0.41672, 0.53247], [-0.66657, -1.78391, 0.45058], [-0.80774, 0.40958, 1.61373], [-1.04446, 0.34398, -0.90151], [1.26894, -0.35790, 0.24632]], "mulliken_charge": [-0.18, -0.02, 1.13, -0.60, -0.59, -0.30, -0.44], "relative_energy_kcal_mol": 19.9, "gap_ev": 7.9, "homo_energy_ev": -4.5, "charge": -1}


{"formula": "BrCu", "method": "ωB97M-V with the def2-TZVPD basis set", "species": ["Br", "Cu"], "coordinates": [[0.75584, -0.89961, 0.63194], [-0.75583, 0.89961, -0.63194]], "lowdin_spin": [0.81, 1.19], "relative_energy_kcal_mol": 0.0, "s_squared": 2.0109, "gap_ev": [8.1, 5.8], "multiplicity": 3, "homo_energy_ev": [-7.5, -10.0], "charge": 0}


{"formula": "BrF2NS", "method": "ωB97M-V with the def2-TZVPD basis set", "species": ["Br", "S", "F", "F", "N"], "coordinates": [[2.58517, -0.32170, 0.19259], [-1.30108, -0.63835, 0.57070], [-0.89279, -1.63148, -0.64975], [-2.06590, 0.47261, -0.32737], [1.34911, 0.82118, 0.31555]], "mulliken_charge": [0.21, 0.40, -0.20, -0.20, -0.21], "relative_energy_kcal_mol": 71.6, "gap_ev": [8.2, 8.1], "homo_energy_ev": [-9.3, -9.2], "charge": 0}


{"formula": "BrFH4OP", "method": "ωB97M-V with the def2-TZVPD basis set", "species": ["Br", "P", "F", "O", "H", "H", "H", "H"], "coordinates": [[0.07159, -2.18607, 0.26195], [-1.25045, -0.41856, -0.16655], [-1.03503, 0.81403, 0.94344], [1.83958, 0.79036, -0.16947], [2.68474, 0.59291, 0.25339], [1.28019, 1.08470, 0.55987], [-2.64579, -0.80663, -0.21754], [-0.94482, 0.12925, -1.46509]], "mulliken_charge": [0.19, 0.47, -0.20, -0.63, 0.33, 0.32, 0.25, 0.26], "gap_ev": 9.1, "homo_energy_ev": -15.5, "charge": 1}


{"formula": "BrFeH6O3", "method": "ωB97M-V with the def2-TZVPD basis set", "species": ["Br", "Fe", "O", "O", "O", "H", "H", "H", "H", "H", "H"], "coordinates": [[-0.71430, -0.68126, -1.62801], [-2.87393, 0.19400, -2.81184], [-1.62948, -1.43995, 1.61979], [2.64347, 0.23156, -1.03339], [0.92386, 1.31470, 1.03921], [0.41057, 1.28268, 1.84651], [-2.16043, -0.64472, 1.66388], [-1.25581, -1.43048, 0.73859], [0.52892, 0.64814, 0.47712], [1.95755, -0.14097, -1.58744], [2.16957, 0.66635, -0.32444]], "lowdin_spin": [0.11, 3.88, 0.95, 0.94, 0.05, 0.00, 0.02, 0.02, 0.00, 0.02, 0.01], "relative_energy_kcal_mol": 9.1, "s_squared": 12.0111, "gap_ev": [8.4, 4.4], "multiplicity": 7, "homo_energy_ev": [-23.6, -23.3], "charge": 3}


{"formula": "BrH14O7", "method": "ωB97M-V with the def2-TZVPD basis set", "species": ["Br", "O", "O", "O", "O", "O", "O", "O", "H", "H", "H", "H", "H", "H", "H", "H", "H", "H", "H", "H", "H", "H"], "coordinates": [[-0.29554, 0.35624, 0.19834], [1.91832, -1.26856, 0.01206], [-0.01847, 1.85724, 2.57407], [0.64041, -1.36391, 1.68581], [0.41989, 0.06875, -2.30853], [2.06480, 1.63347, 0.01545], [-1.61597, -1.44054, -1.21170], [-2.71244, 0.33314, -0.43771], [1.19598, 1.87185, -0.30791], [-0.23262, 1.64928, 1.66461], [-2.62257, -0.27717, -1.16961], [0.23775, -0.53410, 1.42989], [-1.16111, -0.80069, -0.66405], [-1.84574, 0.35042, -0.03181], [-0.09719, -1.96278, 1.80216], [0.24972, 2.77586, 2.55344], [-1.18576, -2.27291, -1.01597], [-0.26189, -0.28594, -1.73793], [1.17805, -0.70061, -0.20161], [1.93050, 0.80524, 0.47612], [2.09771, -1.74430, -0.79894], [0.11620, 0.95002, -2.52619]], "mulliken_charge": [-1.18, -0.58, -0.64, -0.72, -0.69, -0.66, -0.73, -0.87, 0.36, 0.31, 0.44, 0.55, 0.31, 0.60, 0.27, 0.31, 0.30, 0.19, 0.36, 0.50, 0.28, 0.30], "relative_energy_kcal_mol": 209.4, "gap_ev": 8.9, "homo_energy_ev": -5.4, "charge": -1}


{"formula": "BrH16O8", "method": "ωB97M-V with the def2-TZVPD basis set", "species": ["Br", "O", "O", "O", "O", "O", "O", "O", "O", "H", "H", "H", "H", "H", "H", "H", "H", "H", "H", "H", "H", "H", "H", "H", "H"], "coordinates": [[0.21484, 0.49376, 0.47084], [-2.60916, -0.71324, 1.95384], [-1.40116, 1.91676, -2.52316], [3.53084, 1.17976, 0.37884], [-0.19316, -2.74124, -0.32716], [1.36184, 0.06876, -2.65016], [2.19384, -1.47124, 1.91084], [-2.54616, -1.05324, -1.42016], [-1.63316, 1.77876, 2.78784], [3.90784, 0.61276, 1.01384], [-1.90116, -0.48024, -1.16516], [1.91484, -0.67324, -2.54716], [1.00784, 0.27176, -1.79016], [0.54684, -3.21824, -0.70416], [-2.89716, -0.75824, -2.25716], [-3.23416, -0.24524, 1.36984], [1.65684, -0.74824, 1.65684], [2.76884, 1.52476, 0.86084], [-1.20316, 2.81176, -2.89316], [0.16484, -1.80424, -0.23416], [2.81384, -1.57024, 1.19684], [-1.78916, -0.45824, 1.51684], [-0.61316, 1.57576, -2.12316], [-1.05916, 2.29576, 3.38484], [-1.00316, 1.40476, 2.13284]], "mulliken_charge": [-0.81, -0.58, -0.61, -0.61, -0.55, -0.61, -0.58, -0.55, -0.60, 0.29, 0.30, 0.26, 0.24, 0.26, 0.28, 0.33, 0.32, 0.31, 0.26, 0.29, 0.28, 0.25, 0.30, 0.27, 0.27], "relative_energy_kcal_mol": 27.9, "gap_ev": 9.4, "homo_energy_ev": -6.4, "charge": -1}


{"formula": "BrH2NO2S", "method": "ωB97M-V with the def2-TZVPD basis set", "species": ["Br", "S", "O", "O", "N", "H", "H"], "coordinates": [[-2.97416, -0.65019, -0.01426], [-1.54682, 1.04521, -0.01040], [-1.77777, 1.73296, -1.26518], [-1.63241, 1.73342, 1.29230], [-0.05215, 0.38685, 0.05584], [0.40001, 0.91465, 0.79034], [0.25357, -0.37790, -0.49230]], "mulliken_charge": [-0.08, 0.95, -0.47, -0.54, -0.40, 0.28, 0.25], "relative_energy_kcal_mol": 1.8, "smiles": "NS(=O)(=O)Br", "gap_ev": 10.5, "homo_energy_ev": -11.0, "charge": 0}


{"formula": "BrH2NOS", "method": "ωB97M-V with the def2-TZVPD basis set", "species": ["Br", "S", "O", "N", "H", "H"], "coordinates": [[0.65933, 3.16465, -0.59630], [-0.38737, 1.03433, -0.39897], [-1.75773, 1.36380, -0.63235], [-0.96965, -1.26288, -0.45207], [-0.48078, -2.15919, -0.39889], [-0.09588, 0.94995, 1.08887]], "mulliken_charge": [-0.22, 0.41, -0.39, -0.24, 0.22, 0.21], "relative_energy_kcal_mol": 120.7, "gap_ev": [7.2, 7.7], "homo_energy_ev": [-10.0, -9.9], "charge": 0}